{"formula": "C5H13N2", "method": "the ωB97M-V functional and the def2-TZVPD basis", "homo_lumo_gap_ev": 10.670, "relative_energy_kj_mol": 157.8, "charge": 1, "lumo_energy_ev": -2.92, "e_tot_ha": -307.561522, "symbols": ["C", "C", "C", "C", "C", "N", "N", "H", "H", "H", "H", "H", "H", "H", "H", "H", "H", "H", "H", "H"], "coordinates": [[-2.40, 0.45, 0.74], [-0.87, 0.56, 0.67], [-0.29, -0.86, 0.48], [1.08, -0.86, -0.11], [2.20, -0.76, 0.60], [1.07, -0.31, -1.47], [-0.47, 1.33, -0.59], [-2.71, 0.01, -0.20], [-2.82, 1.46, 0.70], [-2.69, -0.14, 1.60], [-0.33, 1.07, 1.46], [-0.34, -1.42, 1.41], [-0.94, -1.40, -0.22], [2.21, -0.97, 1.66], [3.15, -0.42, 0.20], [2.03, -0.14, -1.70], [0.78, -1.01, -2.14], [-0.12, 2.27, -0.35], [0.25, 0.71, -1.19], [-1.28, 1.55, -1.17]], "lowdin_charge": [-0.030, -0.302, -0.124, -0.333, 0.101, 0.087, 0.148, 0.090, 0.090, 0.096, 0.149, 0.139, 0.128, 0.082, 0.078, 0.118, 0.133, 0.164, 0.036, 0.150]}